No. 1
54
Properties=species:S:1:pos:R:3:forces:R:3 method="wB97M-V/def2-TZVPD" homo_lumo_gap_ev="10.0 / 3.2" e_lumo_ev="-2.583 / -9.406" s2=0.754 total_charge=+1 spin_multiplicity=2 homo_ev="-12.58 / -12.58"
C 17.40708 6.40800 27.92469 0.5618 0.1820 0.1179
C 17.67330 7.80687 27.32520 0.7548 -1.0206 1.3049
O 16.48910 8.33688 26.83623 -1.6220 0.6757 -0.3041
H 16.76200 6.54414 28.79269 -0.2201 -0.2957 -0.0934
H 18.30154 5.90348 28.29008 0.3004 0.3872 0.0989
H 16.99661 5.67418 27.23105 -0.3896 0.3678 -0.2062
H 18.48018 7.81299 26.59238 -0.0601 0.1009 -0.0023
H 17.89473 8.50751 28.13029 0.8451 -0.2327 0.1786
H 16.40423 8.08458 25.91387 -0.2181 -0.0159 -0.8313
C 21.84336 6.74024 27.69400 1.0755 0.2934 0.3698
C 22.41310 8.16571 27.92691 -0.8530 -1.3628 -0.6620
O 21.30358 9.00611 27.61147 -0.2037 0.3065 0.0999
H 22.60096 5.96641 27.81786 0.2554 0.1111 0.2071
H 21.54366 6.63389 26.65142 -0.5068 0.1895 0.1306
H 21.06760 6.52320 28.42829 -0.2757 0.0723 -0.3370
H 23.22391 8.31624 27.21415 0.1766 0.2524 0.1354
H 22.76347 8.29092 28.95143 -0.0160 0.0879 -0.0061
H 21.40977 9.89181 27.96626 0.2579 -0.0032 0.0389
C 18.58466 9.23719 23.74107 0.7681 0.6531 -0.5091
C 18.49401 7.75128 23.71324 -0.0312 -0.5039 -0.3109
O 17.13701 7.34902 23.98643 0.2465 0.1102 0.5421
H 19.52871 9.58963 23.32553 0.4138 -0.3604 0.1431
H 18.56451 9.64491 24.75174 -0.5434 0.1057 -0.0970
H 17.90102 9.68645 23.02073 -0.5966 0.0115 0.5383
H 19.15973 7.26840 24.42861 0.1429 0.1349 0.2786
H 18.78562 7.34940 22.74290 -0.0712 0.1080 -0.2019
H 17.19425 6.39412 24.06692 -0.3556 -0.2957 -0.1023
C 14.15363 8.06376 29.93397 1.3004 -0.9602 0.0154
C 13.75158 8.82841 28.71232 -0.4218 1.9068 -0.1334
O 14.79604 9.81081 28.40645 -2.7187 0.0179 0.7967
H 15.18643 7.76268 29.75848 0.1672 -0.2809 0.4662
H 13.57809 7.13841 29.95794 -0.1733 0.1605 0.1732
H 14.09622 8.63878 30.85817 -0.2172 0.0069 -0.2393
H 12.80220 9.33288 28.89200 0.3133 0.4960 -0.4455
H 13.68241 8.22944 27.80428 0.2780 -0.4793 -0.2300
H 15.59712 9.31494 28.22214 1.6953 -1.0363 -0.9740
C 18.95219 2.59804 25.70907 0.3932 0.7410 -1.7341
C 19.52125 4.02144 25.27212 1.3053 -1.4655 0.7151
O 19.76877 4.08330 23.83071 -1.1364 -0.1035 1.3832
H 18.05119 2.37186 25.13885 -0.2271 0.1435 0.1764
H 18.79429 2.34923 26.75848 0.0074 0.8213 0.0885
H 19.66686 1.85552 25.35411 0.1779 0.0813 -0.0450
H 20.48680 4.10752 25.77051 0.3691 -0.2220 -0.0168
H 19.03601 4.88545 25.72615 -0.9823 0.1081 -0.6373
H 20.52660 4.65208 23.67654 0.0654 -0.0019 0.1021
C 18.89553 11.59657 27.16784 0.5774 -0.1311 0.2478
C 20.17706 12.13707 26.48189 -0.2822 0.6141 1.3853
O 20.94982 12.97559 27.39985 -0.7843 -0.0220 -0.7848
H 18.20369 11.06826 26.51184 0.1746 0.0778 -0.3731
H 18.34877 12.42649 27.61549 0.0999 0.1107 -0.0603
H 19.12887 10.89722 27.97070 0.1675 -0.0636 0.1359
H 19.80942 12.82012 25.71613 0.5356 -0.0366 -0.1762
H 20.85480 11.38504 26.07790 -0.3839 -0.1889 -0.2131
H 21.42934 12.48339 28.07022 -0.1362 -0.3534 -0.1436


No. 2
12
Properties=species:S:1:pos:R:3:forces:R:3 method="wB97M-V/def2-TZVPD" homo_lumo_gap_ev="6.0 / 7.1" e_lumo_ev="2.528 / 2.591" total_charge=-1 homo_ev="-3.45 / -4.47"
C -1.10507 1.37707 -0.25780 -1.5407 -0.1456 0.6774
O -1.70836 -1.76708 1.58702 0.6705 0.9340 -1.0852
O -0.43687 -0.66968 -1.96366 -0.4215 0.1901 0.3800
O 2.01758 0.62224 1.26365 0.5464 0.1509 1.5834
O 2.38862 -1.37370 -0.38981 1.1582 0.9724 1.2139
P 1.91962 0.20075 -0.13204 -0.1912 -0.4594 -1.6004
P -0.34691 -0.17629 -0.55054 -0.0687 -2.3362 -0.2515
H -2.07357 1.61186 -0.62704 -1.1166 -0.5818 -0.4557
H -1.13666 1.52473 0.79555 0.1881 0.1918 0.9732
H -0.52882 2.09559 -0.71288 1.8726 1.8132 -0.8874
H -0.82272 -1.49876 1.87284 -0.0991 -0.1776 0.2059
H 1.83317 -1.94674 -0.88530 -0.9982 -0.5517 -0.7537


no.,E_tot (eV)
1,-25300.85950
2,-27886.19844